# C5H13N3O10S

A 4-piece molecular cluster, C5H13N3O10S overall (ωB97M-V/def2-TZVPD, OMol25).

## Properties
net charge	0
SMILES	C[N+](=O)[O-].C[N+](=O)[O-].C[N+](=O)[O-].O=S1(=O)OCCO1
ΔE to the lowest compared entry with this formula, charge and spin	0.000	eV
E_LUMO	-0.236	eV
highest occupied orbital energy	-10.71	eV
frontier orbital gap	0.38508	Eh

Structure (XYZ):
```
32
C5H13N3O10S ωB97M-V/def2-TZVPD
C 1.509 -1.410 6.757
N 0.425 -1.993 5.947
O -0.643 -2.202 6.459
O 0.685 -2.231 4.777
H 1.226 -0.364 6.878
H 2.463 -1.466 6.247
H 1.593 -1.937 7.702
C -3.196 0.350 -3.976
N -1.984 -0.264 -4.626
O -0.923 0.302 -4.414
O -2.121 -1.240 -5.332
H -3.698 -0.532 -3.559
H -3.890 0.735 -4.713
H -2.881 0.977 -3.157
C 1.391 1.721 -2.966
N 1.621 3.168 -3.210
O 1.218 3.614 -4.257
O 2.132 3.823 -2.335
H 1.932 1.441 -2.064
H 1.955 1.142 -3.695
H 0.323 1.580 -2.908
O -1.217 -0.637 -1.299
S -1.113 0.168 -0.123
O -1.980 1.293 0.064
O -1.037 -0.780 1.173
C 0.283 -1.340 1.328
C 1.206 -0.278 0.724
O 0.403 0.706 0.070
H 0.332 -1.524 2.398
H 0.277 -2.266 0.749
H 1.807 -0.743 -0.062
H 1.899 0.185 1.421
```

***

# C7H20N3OP

One molecule with the formula C7H20N3OP (ωB97M-V/def2-TZVPD, OMol25).

## Properties
net charge	0
SMILES	CCN[P@](N)(=O)N(CC)C(C)C
ΔE to the lowest compared entry with this formula, charge and spin	0.000	eV
E_LUMO	0.753	eV
highest occupied orbital energy	-7.86	eV
frontier orbital gap	0.31641	Eh

Structure (XYZ):
```
32
C7H20N3OP ωB97M-V/def2-TZVPD
C -0.236 1.907 -3.073
C -0.309 0.376 -2.701
N -1.297 0.008 -1.761
P -1.491 -0.901 -0.455
N -0.940 -2.450 -0.902
O -2.852 -0.901 0.011
N -0.129 -0.292 0.915
C -0.727 -0.016 2.176
C -1.137 -1.404 2.740
C 1.189 0.169 0.548
C 2.296 -0.228 1.674
C 1.219 1.599 0.129
H -1.004 2.290 -3.630
H -0.088 2.323 -2.141
H 0.627 1.833 -3.698
H -0.444 -0.144 -3.647
H 0.682 -0.082 -2.465
H -2.196 0.467 -1.771
H 0.020 -2.590 -1.197
H -1.083 -2.990 -0.007
H -1.433 0.802 2.196
H -0.012 0.459 2.886
H -1.961 -1.774 2.026
H -0.302 -1.961 2.764
H -1.477 -1.245 3.787
H 1.598 -0.390 -0.280
H 2.221 0.500 2.461
H 2.184 -1.161 2.093
H 3.314 -0.098 1.311
H 1.042 2.414 0.837
H 0.488 1.723 -0.582
H 2.238 1.754 -0.246
```

***

# C15H18N3O2PdSSe2

C15H18N3O2PdSSe2 as an isolated structure (ωB97M-V/def2-TZVPD, OMol25).

## Properties
net charge	+1
ΔE to the lowest compared entry with this formula, charge and spin	0.096	eV
E_LUMO (spin up / spin down)	-3.248 / -5.634	eV
highest occupied orbital energy (spin up / spin down)	-11.21 / -11.86	eV
frontier orbital gap (spin up / spin down)	0.29277 / 0.22870	Eh
spin multiplicity	5

Structure (XYZ):
```
42
C15H18N3O2PdSSe2 ωB97M-V/def2-TZVPD
Pd 0.687 -0.286 0.189
N -0.863 -0.946 1.728
C -0.365 -0.644 3.055
C -0.857 -1.254 4.172
C -0.377 -0.910 5.453
C 0.570 0.061 5.592
C 1.105 0.706 4.452
C 2.089 1.719 4.534
C 2.575 2.283 3.393
C 2.106 1.817 2.151
N 1.195 0.880 2.037
C 0.658 0.332 3.169
H -1.145 -1.919 1.672
H -1.692 -0.389 1.536
H -1.636 -2.000 4.076
H -0.781 -1.411 6.321
H 0.930 0.349 6.572
H 2.444 2.032 5.508
H 3.322 3.062 3.420
H 2.501 2.224 1.228
O -1.291 -1.791 -5.441
C -1.008 -0.486 -4.973
C -0.831 -0.544 -3.442
C -2.162 -0.976 -2.819
O -3.189 -0.051 -3.120
C 0.265 -1.581 -3.174
Se 0.455 -2.273 -1.369
C -0.419 0.873 -3.045
Se -0.622 1.427 -1.181
H -1.611 -1.745 -6.347
H -1.832 0.199 -5.188
H -0.092 -0.093 -5.430
H -2.041 -1.091 -1.734
H -2.445 -1.945 -3.233
H -3.395 0.484 -2.348
H 1.251 -1.173 -3.415
H 0.097 -2.460 -3.792
H -1.035 1.601 -3.575
H 0.619 1.061 -3.312
S 1.906 3.044 -1.286
C 2.365 1.475 -1.129
N 2.550 0.340 -0.905
```

***

# CH4NO2P

CH4NO2P as an isolated structure (ωB97M-V/def2-TZVPD, OMol25).

## Properties
net charge	0
ΔE to the lowest compared entry with this formula, charge and spin	1.077	eV
E_LUMO	0.545	eV
highest occupied orbital energy	-9.39	eV
frontier orbital gap	0.36516	Eh

Structure (XYZ):
```
9
CH4NO2P ωB97M-V/def2-TZVPD
C 0.836 -0.288 0.192
N -0.316 -0.531 -0.718
O -1.987 1.725 1.175
O 0.299 0.597 1.161
P -0.851 1.525 0.297
H 1.545 -1.005 0.498
H 1.412 0.131 -0.645
H -0.985 -1.191 -0.352
H 0.048 -0.963 -1.607
```

***

# C20H41AlBrO26S6

C20H41AlBrO26S6 as an isolated structure (ωB97M-V/def2-TZVPD, OMol25).

## Properties
net charge	-1
E_LUMO	1.543	eV
highest occupied orbital energy	-5.29	eV
frontier orbital gap	0.25108	Eh

Structure (XYZ):
```
95
C20H41AlBrO26S6 ωB97M-V/def2-TZVPD
C 1.451 -2.693 -2.176
C 1.120 -1.654 -1.090
C -0.379 -1.633 -0.717
C -1.150 -0.369 -1.130
C -0.909 0.025 -2.600
Al -3.071 -0.777 -0.772
Br -4.176 1.060 0.353
C -4.085 -1.333 -2.449
O -4.658 -2.691 -2.372
C -3.748 -3.656 -2.179
C -4.087 -4.627 -1.082
O -2.749 -3.752 -2.863
H 0.594 -2.940 -2.803
H 1.770 -3.620 -1.699
H 2.297 -2.336 -2.761
H 1.518 -0.666 -1.333
H 1.660 -1.988 -0.198
H -0.859 -2.508 -1.171
H -0.463 -1.724 0.370
H -0.822 0.474 -0.511
H 0.008 0.611 -2.734
H -0.893 -0.841 -3.268
H -1.720 0.674 -2.953
H -3.156 -2.026 0.250
H -4.935 -0.680 -2.655
H -3.423 -1.283 -3.320
H -3.712 -5.614 -1.352
H -3.596 -4.305 -0.165
H -5.158 -4.669 -0.896
C 0.674 1.056 3.259
C 1.569 -0.119 2.930
O 2.003 0.139 1.588
S 2.141 1.714 1.356
O 3.507 2.082 1.525
O 1.414 2.069 0.198
O 1.334 2.180 2.653
H -0.316 0.949 2.811
H 0.577 1.220 4.328
H 1.045 -1.070 2.973
H 2.446 -0.150 3.578
C -0.235 -5.486 -4.548
C -0.259 -6.623 -5.547
O 1.079 -6.672 -6.064
S 2.116 -6.244 -4.919
O 2.658 -7.408 -4.311
O 2.963 -5.243 -5.458
O 1.058 -5.603 -3.925
H -0.288 -4.513 -5.038
H -1.027 -5.554 -3.808
H -0.962 -6.461 -6.358
H -0.474 -7.578 -5.061
C -0.538 6.081 -2.064
C 0.791 6.771 -2.295
O 1.420 6.757 -1.008
S 1.004 5.421 -0.217
O 2.004 4.431 -0.366
O 0.533 5.803 1.066
O -0.229 5.027 -1.149
H -1.262 6.750 -1.594
H -0.964 5.662 -2.971
H 0.684 7.796 -2.639
H 1.417 6.212 -2.995
C 2.694 1.615 6.962
C 4.010 1.241 7.614
O 3.953 -0.189 7.720
S 3.146 -0.796 6.482
O 4.061 -1.213 5.482
O 2.139 -1.659 6.979
O 2.476 0.576 5.999
H 1.871 1.602 7.679
H 2.726 2.578 6.459
H 4.134 1.676 8.601
H 4.860 1.509 6.984
C 4.532 0.151 -1.384
C 5.882 -0.021 -0.718
O 6.047 -1.444 -0.628
S 5.351 -2.156 -1.883
O 6.326 -2.443 -2.875
O 4.474 -3.147 -1.381
O 4.495 -0.899 -2.366
H 3.710 0.000 -0.683
H 4.420 1.114 -1.874
H 5.920 0.416 0.275
H 6.689 0.384 -1.333
C -5.863 3.898 2.024
C -6.565 3.453 3.286
O -7.331 4.606 3.687
S -7.818 5.403 2.395
O -9.156 5.038 2.084
O -7.466 6.770 2.559
O -6.849 4.708 1.348
H -4.996 4.523 2.243
H -5.562 3.062 1.400
H -5.878 3.178 4.079
H -7.253 2.628 3.094
```

***

# C5H10O3

A 3-piece molecular cluster, C5H10O3 overall (ωB97M-V/def2-TZVPD, OMol25).

## Properties
net charge	+1
ΔE to the lowest compared entry with this formula, charge and spin	3.245	eV
E_LUMO (spin up / spin down)	-5.055 / -7.751	eV
highest occupied orbital energy (spin up / spin down)	-14.36 / -14.37	eV
frontier orbital gap (spin up / spin down)	0.34200 / 0.24308	Eh
spin multiplicity	2

Structure (XYZ):
```
18
C5H10O3 ωB97M-V/def2-TZVPD
H -1.974 0.890 2.570
C -0.995 1.634 1.711
C -0.547 1.941 0.379
C -1.005 -0.170 0.158
C 0.155 -1.077 -0.069
O 0.759 -0.763 -1.307
C 1.770 -1.542 -1.688
O 2.208 -2.467 -1.054
O 2.083 -1.230 -2.933
H -1.665 2.458 2.017
H -0.200 1.385 2.420
H 0.529 1.982 0.185
H -1.228 2.489 -0.274
H -1.770 -0.133 -0.624
H -1.497 -0.419 1.121
H -0.261 -2.101 -0.090
H 0.891 -1.031 0.746
H 2.748 -1.846 -3.268
```

***

# C2H7NP2S

One molecule with the formula C2H7NP2S (ωB97M-V/def2-TZVPD, OMol25).

## Properties
net charge	0
SMILES	[H]/P=N/P[C@@H](C)S
ΔE to the lowest compared entry with this formula, charge and spin	2.372	eV
E_LUMO (spin up / spin down)	-1.008 / -1.008	eV
highest occupied orbital energy (spin up / spin down)	-7.77 / -7.77	eV
frontier orbital gap (spin up / spin down)	0.24868 / 0.24864	Eh

Structure (XYZ):
```
13
C2H7NP2S ωB97M-V/def2-TZVPD
H -2.584 1.794 -3.776
P -2.336 0.665 -2.757
N -1.627 1.443 -1.532
P -0.845 1.020 -0.183
C 0.631 -0.499 0.295
C 1.096 -0.365 1.717
S 0.206 -2.164 -0.224
H 0.296 1.785 -0.562
H 1.391 -0.007 -0.381
H 0.499 -1.002 2.478
H 1.222 0.753 1.941
H 2.110 -0.725 1.934
H -0.057 -2.696 1.049
```